The following is a quantum chemistry calculation of C10H13N3S in the gas phase in a non-equilibrium geometry, from the Open Molecules 2025 dataset.

Atoms and positions in Å:
H -2.188 -2.539 -1.694
H -4.452 -2.738 -0.761
C 2.618 -1.123 -1.047
H -4.161 -1.580 0.528
C 0.564 -0.073 0.632
C 1.548 3.618 -0.163
H -2.651 -0.993 -1.423
C -0.728 -0.438 0.059
H 1.471 4.073 -1.096
H 3.104 -0.484 2.394
H -0.009 2.057 -0.935
H 2.580 3.225 -0.178
C 2.533 -0.262 1.497
H -3.248 -3.228 0.613
C 0.592 2.463 0.000
H 1.428 4.547 0.552
H -1.223 0.347 -0.470
C -2.373 -1.896 -0.816
C -1.218 -1.655 -0.004
H -0.801 -2.571 0.499
S 3.597 -1.372 0.254
N 1.890 -0.992 -1.889
N 1.336 -0.870 1.310
C 1.223 1.169 0.504
H -0.289 2.679 0.756
C -3.567 -2.432 -0.091
N 2.423 1.067 0.970

Calculated values
**Lowest unoccupied orbital energy**: -0.861 eV
**F_max**: 4.59 eV/A
**ΔE to the lowest compared entry with this formula, charge and spin**: 91.7 kcal per mole
**Charge**: 0
**Energy**: -25883.1731 eV
**Frontier orbital gap**: 8.3 eV

Atom charges from the Löwdin analysis, given in e for atoms 1 to 2: number 1, H, carries 0.1252; number 2, H, carries 0.0892

The following is a quantum chemistry calculation of 2 unconnected molecules or ions with the total composition C10H13NO in a non-equilibrium geometry, from the Open Molecules 2025 dataset.

Atoms and positions in Å:
H -1.381 -0.041 -2.146
H 0.020 -4.925 -0.551
H 0.929 3.481 0.570
H -0.244 -1.027 2.523
H -0.985 -1.500 0.120
C -0.462 0.495 -0.318
C 0.493 2.755 -0.097
C 1.190 1.437 2.904
O -0.918 -3.150 -1.005
C 0.090 -4.119 -1.291
C 0.080 2.975 -1.412
H 0.665 2.275 3.378
C -0.484 1.950 -2.188
H 1.334 0.657 3.649
C -0.783 0.716 -1.650
H -0.868 2.271 -3.146
H -1.789 -3.504 -1.188
H 2.180 1.861 2.711
C -0.195 -0.278 1.752
C 0.437 0.916 1.716
H 0.080 3.972 -1.832
C 0.254 1.458 0.393
H 1.037 -3.635 -1.055
H 0.060 -4.459 -2.322
N -0.741 -0.583 0.485

Calculated values
**Lowest unoccupied orbital energy**: 0.563 eV
**F_max**: 1.84 eV/A
**ΔE to the lowest compared entry with this formula, charge and spin**: 7.6 kcal per mole
**Charge**: 0
**Energy**: -14118.1071 eV
**Frontier orbital gap**: 8.1 eV

Atom charges from the Löwdin analysis, given in e for atoms 1 to 2: number 1, H, carries 0.1078; number 2, H, carries 0.0800

The following is a quantum chemistry calculation of 2 unconnected molecules or ions with the total composition C10H13NO in a non-equilibrium geometry, from the Open Molecules 2025 dataset.

Atoms and positions in Å:
H -2.776 -1.228 -0.841
C 0.894 1.715 2.108
H 2.543 -0.584 -2.055
C 2.554 -1.261 -2.952
C -3.340 0.366 1.492
C -0.798 0.446 1.118
H 2.903 1.325 1.339
C -1.917 -0.976 -0.239
C 1.852 1.094 1.293
C 0.118 -0.172 0.206
H 1.318 2.292 2.928
H 2.264 -0.125 -0.347
H -0.099 -1.699 -1.138
C -2.113 -0.112 0.797
H 3.113 -2.157 -2.731
H 3.152 -0.760 -3.713
O 1.180 -1.523 -3.204
H -1.147 1.908 2.727
H -3.240 0.407 2.592
H -4.210 -0.161 1.137
C 1.466 0.172 0.317
H -3.454 1.473 1.428
H 0.795 -0.821 -3.745
C -0.458 1.446 2.017
N -0.602 -1.066 -0.529

Calculated values
**Lowest unoccupied orbital energy**: 0.745 eV
**F_max**: 2.51 eV/A
**ΔE to the lowest compared entry with this formula, charge and spin**: 23.0 kcal per mole
**Charge**: 0
**Energy**: -14117.4381 eV
**Frontier orbital gap**: 8.4 eV

Atom charges from the Löwdin analysis, given in e for atoms 1 to 2: number 1, H, carries 0.1238; number 2, C, carries -0.1123

The following is a quantum chemistry calculation of 2 unconnected molecules or ions with the total composition C10H13NO in a non-equilibrium geometry, from the Open Molecules 2025 dataset.

Atoms and positions in Å:
H 0.176 -3.130 1.946
C -0.068 0.872 -1.976
H 0.030 1.522 -2.847
C -0.199 -2.360 1.190
C -1.266 -1.552 1.639
C 0.664 -0.274 -1.872
C 0.444 -2.178 -0.018
H 1.222 -2.870 -0.223
H -0.852 1.955 1.633
C -0.943 -0.198 -0.270
H -2.440 0.201 1.280
H -1.978 1.428 -1.206
C 1.758 -0.583 -2.785
H 0.546 0.898 2.418
H 1.370 -1.003 -3.665
O 0.964 2.737 1.565
C 0.119 -1.024 -0.774
H 2.393 -1.418 -2.431
H 0.612 3.666 1.627
H 2.414 0.270 -2.940
H -1.765 -1.674 2.568
C -1.669 -0.508 0.836
N -1.148 0.953 -1.100
H -0.326 2.311 3.138
C -0.060 1.958 2.267

Calculated values
**Lowest unoccupied orbital energy**: 0.853 eV
**F_max**: 8.16 eV/A
**ΔE to the lowest compared entry with this formula, charge and spin**: 44.6 kcal per mole
**Charge**: 0
**Energy**: -14116.5015 eV
**Frontier orbital gap**: 8.5 eV

Atom charges from the Löwdin analysis, given in e for atoms 1 to 2: number 1, H, carries 0.1207; number 2, C, carries -0.0674

The following is a quantum chemistry calculation of a molecular structure, C10H13NOTi in a non-equilibrium geometry, from the Open Molecules 2025 dataset.

Atoms and positions in Å:
H 0.129 -3.110 0.893
C 1.587 -1.967 -0.393
C -0.009 -1.263 -1.929
H 2.443 0.971 1.284
H -2.056 0.866 -1.165
H -1.732 1.752 2.284
C -1.079 -0.224 2.056
Ti 0.223 -0.110 0.153
O -1.439 -1.375 2.107
H -1.782 2.109 0.150
C -0.043 1.659 -1.056
H 2.159 -0.721 -2.187
N 1.628 0.688 0.745
H 2.540 -2.154 0.099
C 0.311 -2.474 0.030
H -1.734 -2.303 -0.910
C -1.313 1.477 -0.619
H -0.477 -0.808 -2.802
H -1.934 0.751 3.778
H -0.294 1.310 3.226
C 0.872 2.242 -1.831
C -0.675 -2.049 -0.926
H 1.919 1.935 -1.752
C 1.386 -1.213 -1.600
C -1.290 0.966 2.912
H 0.656 3.045 -2.546

Calculated values
**Lowest unoccupied orbital energy (spin up / spin down)**: 3.350 / 3.289 eV
**F_max**: 5.02 eV/A
**ΔE to the lowest compared entry with this formula, charge and spin**: 4.2 kcal per mole
**Spin multiplicity**: 2
**Charge**: -1
**Energy**: -37230.9821 eV
**<S²>**: 0.7568
**Frontier orbital gap (spin up / spin down)**: 5.8 / 5.8 eV

Atom charges from the Löwdin analysis, given in e for atoms 1 to 2: number 1, H, carries 0.0977; number 2, C, carries -0.1886

The following is a quantum chemistry calculation of 2 unconnected molecules or ions with the total composition C10H13O3 in a non-equilibrium geometry, from the Open Molecules 2025 dataset.

Atoms and positions in Å:
H -0.138 -2.300 -0.479
C -2.264 1.798 0.386
H -4.266 1.252 -0.185
O -1.118 -1.864 -0.682
H 3.920 -1.237 0.861
H 3.839 0.305 -0.326
H 1.938 -0.719 -1.003
H 0.602 -0.014 0.141
O 1.020 -2.850 0.406
H -3.363 -0.985 -1.204
C 2.234 -2.543 0.168
H -2.027 3.488 1.584
H 2.948 -1.988 -1.734
C 2.765 -1.410 -0.838
C -1.424 -0.648 -0.310
C -3.197 0.861 -0.093
H 4.961 -0.942 -0.570
O 3.145 -3.282 0.577
C -2.809 -0.398 -0.510
H -2.653 3.826 0.005
H -0.291 2.234 1.018
C -0.914 1.450 0.600
H -3.706 3.255 1.396
C -2.741 3.180 0.841
C 3.986 -0.757 -0.146
C -0.446 0.288 0.100

Calculated values
**Lowest unoccupied orbital energy (spin up / spin down)**: -0.499 / -3.807 eV
**F_max**: 3.91 eV/A
**ΔE to the lowest compared entry with this formula, charge and spin**: 56.9 kcal per mole
**Spin multiplicity**: 2
**Charge**: 0
**Energy**: -16719.9841 eV
**<S²>**: 0.7800
**Frontier orbital gap (spin up / spin down)**: 7.3 / 4.0 eV

Atom charges from the Löwdin analysis, given in e for atoms 1 to 2: number 1, H, carries 0.1298; number 2, C, carries -0.2058